No. 1
Density functional theory data (ωB97M-V/def2-TZVPD) for C39H59AlBrCl5F9IMgN3NaO12PS2 as an isolated structure at a distorted geometry.

Geometry (Å):
C1 0.17 -4.00 0.75
C2 -1.22 -4.80 0.78
C3 -2.25 -4.29 -0.32
C4 -3.65 -3.83 0.29
C5 -3.85 -2.27 0.10
C6 -4.68 -1.57 1.23
C7 -3.80 -0.68 2.20
C8 -2.93 0.33 1.33
C9 -2.47 1.62 2.08
N1 -3.56 2.46 2.68
C10 -4.64 2.37 2.18
S1 -5.96 2.21 1.24
O1 -1.89 0.98 3.31
S2 -2.28 1.91 4.66
O2 -1.88 1.19 5.86
O3 -1.16 3.16 4.48
C11 0.04 2.66 3.85
C12 1.18 3.63 4.42
C13 2.59 2.96 4.44
O4 2.80 1.82 4.62
I1 4.29 4.33 4.17
C14 0.07 2.49 2.28
F1 0.95 3.52 1.80
C15 0.88 1.13 1.99
C16 2.00 1.23 0.90
C17 3.48 1.35 1.46
Br1 3.98 -0.32 2.36
C18 -1.33 2.51 1.48
C19 -0.86 2.30 -0.01
C20 -0.35 3.41 -0.86
C21 0.12 3.25 -2.22
N2 0.17 2.03 -2.85
C22 -0.25 1.02 -2.07
C23 -0.75 1.04 -0.72
C24 -1.93 3.99 1.38
C25 -2.97 4.36 0.39
C26 -3.53 5.68 0.22
N3 -3.11 6.73 1.00
C27 -2.14 6.42 1.87
C28 -1.49 5.15 2.15
H1 0.22 -3.23 -0.06
H2 0.33 -3.55 1.76
H3 1.00 -4.74 0.58
H4 -0.97 -5.86 0.54
H5 -1.64 -4.73 1.82
H6 -1.79 -3.44 -0.91
H7 -2.39 -5.12 -1.07
H8 -3.74 -4.14 1.36
H9 -4.45 -4.36 -0.33
H10 -2.82 -1.85 -0.06
H11 -4.44 -2.14 -0.85
H12 -5.10 -2.40 1.88
H13 -5.57 -0.99 0.87
H14 -3.14 -1.41 2.75
H15 -4.42 -0.18 2.99
H16 -3.37 0.50 0.32
H17 -1.98 -0.27 1.29
H18 0.27 1.69 4.39
H19 1.15 4.65 3.98
H20 0.90 3.76 5.51
H21 1.32 0.68 2.91
H22 0.08 0.40 1.65
H23 2.00 0.24 0.36
H24 1.80 1.98 0.09
H25 4.13 1.42 0.55
H26 3.67 2.28 2.04
H27 -0.29 4.46 -0.49
H28 0.47 4.13 -2.82
H29 -0.19 0.01 -2.55
H30 -1.01 0.08 -0.24
H31 -3.37 3.55 -0.29
H32 -4.32 5.87 -0.54
H33 -1.77 7.29 2.49
H34 -0.68 5.05 2.90
Na1 -8.58 2.91 0.91
C29 3.15 7.05 -4.95
C30 1.78 6.40 -4.95
O5 1.41 6.05 -3.62
H35 3.90 6.38 -4.53
H36 3.45 7.32 -5.96
H37 3.15 7.96 -4.33
H38 1.79 5.49 -5.55
H39 1.03 7.08 -5.36
H40 1.39 6.85 -3.09
O6 2.37 -5.36 -1.33
H41 3.11 -4.89 -1.73
H42 2.23 -6.12 -1.90
C31 6.54 -1.59 -0.19
O7 6.22 -2.54 -1.22
P1 4.63 -2.42 -1.83
O8 4.62 -3.82 -2.38
O9 5.13 -1.34 -2.96
C32 6.23 -1.65 -3.79
O10 3.01 -2.12 -2.20
C33 2.59 -0.81 -2.58
H43 7.60 -1.69 0.06
H44 6.36 -0.57 -0.54
H45 5.95 -1.79 0.71
H46 6.37 -2.72 -3.91
H47 7.14 -1.20 -3.37
H48 6.06 -1.20 -4.77
H49 2.79 -0.64 -3.64
H50 3.08 -0.04 -1.98
H51 1.52 -0.74 -2.42
F2 1.11 4.03 -7.49
Al1 2.45 2.96 -7.64
F3 2.31 1.65 -6.51
F4 3.92 3.82 -7.37
F5 2.48 2.26 -9.29
C34 -8.85 -0.95 4.37
Cl1 -10.60 -0.73 4.30
Cl2 -8.30 -2.02 3.08
Cl3 -8.02 0.62 4.27
H52 -8.60 -1.40 5.33
F6 -5.89 -5.12 0.41
Mg1 2.51 0.39 -9.23
C35 -1.60 7.61 -2.33
Cl4 -2.93 7.82 -3.48
Cl5 -0.56 9.04 -2.28
H53 -2.02 7.44 -1.34
H54 -1.01 6.75 -2.64
C36 1.92 -10.26 3.44
C37 2.61 -9.34 2.45
O11 1.98 -9.42 1.16
C38 0.85 -8.72 1.01
O12 0.35 -8.05 1.87
C39 0.33 -8.85 -0.42
F7 0.33 -10.13 -0.84
F8 1.08 -8.15 -1.29
F9 -0.93 -8.41 -0.54
H55 1.89 -11.28 3.06
H56 2.45 -10.25 4.40
H57 0.89 -9.95 3.62
H58 3.64 -9.66 2.31
H59 2.64 -8.31 2.80

Results
- Orbital gap: 0.041 Eh
- Multiplicity: 1
- Maximum force: 8.32 eV Å⁻¹
- E_LUMO: -7.597 eV
- E_tot: -283060.5839 eV
- Total charge: +1


No. 2
Density functional theory data (ωB97M-V/def2-TZVPD) for a 9-piece molecular cluster, C39H60BI2O21S overall at a distorted geometry.

Geometry (Å):
C1 5.05 0.22 2.75
C2 3.92 0.68 1.77
I1 3.32 -0.62 0.15
C3 3.34 1.88 1.98
I2 3.93 3.21 3.58
S1 1.97 2.50 0.95
O1 0.75 2.71 2.05
B1 0.13 1.48 2.43
O2 -0.35 1.39 3.73
O3 -0.07 0.38 1.60
H1 4.56 0.18 3.75
H2 5.41 -0.81 2.54
H3 5.86 0.99 2.82
H4 1.56 1.53 0.08
H5 -0.24 2.24 4.19
H6 0.46 -0.39 1.88
O4 6.32 -2.67 3.07
C4 7.50 -2.47 2.92
O5 8.12 -2.49 1.71
C5 9.53 -2.32 1.89
C6 9.69 -1.65 3.24
C7 8.51 -2.21 4.01
H7 10.01 -3.31 1.86
H8 9.93 -1.71 1.08
H9 10.65 -1.84 3.71
H10 9.57 -0.57 3.13
H11 8.75 -3.15 4.50
H12 8.12 -1.49 4.74
O6 10.71 -5.06 4.34
C8 11.88 -4.85 4.18
O7 12.48 -4.87 2.96
C9 13.90 -4.70 3.13
C10 14.07 -4.03 4.47
C11 12.90 -4.59 5.26
H13 14.38 -5.68 3.09
H14 14.29 -4.09 2.31
H15 15.04 -4.22 4.93
H16 13.95 -2.95 4.37
H17 13.15 -5.54 5.75
H18 12.52 -3.88 5.99
O8 0.98 3.24 -0.68
C12 0.28 3.25 -1.68
O9 -0.56 2.27 -2.00
C13 -1.15 2.54 -3.30
C14 -1.02 4.03 -3.49
C15 0.27 4.33 -2.74
H19 -0.61 1.97 -4.05
H20 -2.19 2.22 -3.30
H21 -1.00 4.33 -4.53
H22 -1.85 4.55 -3.00
H23 1.15 4.20 -3.37
H24 0.26 5.32 -2.29
O10 -3.57 2.16 -4.70
C16 -4.41 1.30 -4.73
O11 -4.88 0.76 -5.88
C17 -5.95 -0.15 -5.58
C18 -5.74 -0.54 -4.13
C19 -5.12 0.71 -3.54
H25 -6.90 0.37 -5.73
H26 -5.90 -1.00 -6.25
H27 -6.66 -0.86 -3.63
H28 -5.03 -1.37 -4.08
H29 -5.88 1.42 -3.20
H30 -4.42 0.48 -2.74
O12 -7.52 2.56 -2.37
C20 -8.51 1.88 -2.34
O13 -8.47 0.52 -2.35
C21 -9.82 0.01 -2.42
C22 -10.70 1.12 -1.90
C23 -9.93 2.37 -2.34
H31 -10.04 -0.25 -3.46
H32 -9.90 -0.89 -1.81
H33 -11.71 1.08 -2.28
H34 -10.74 1.09 -0.81
H35 -10.20 2.68 -3.35
H36 -10.06 3.18 -1.64
O14 -9.72 4.34 0.22
C24 -10.40 5.21 -0.24
O15 -10.95 5.16 -1.49
C25 -11.61 6.41 -1.77
C26 -11.90 7.02 -0.41
C27 -10.73 6.53 0.42
H37 -10.95 7.02 -2.37
H38 -12.53 6.22 -2.33
H39 -11.99 8.11 -0.45
H40 -12.83 6.62 -0.01
H41 -9.87 7.19 0.35
H42 -11.01 6.38 1.46
O16 -13.28 -0.29 -1.84
C28 -14.02 0.61 -1.56
O17 -14.29 1.65 -2.39
C29 -15.12 2.61 -1.71
C30 -15.80 1.83 -0.59
C31 -14.74 0.79 -0.24
H43 -14.49 3.41 -1.33
H44 -15.84 3.03 -2.41
H45 -16.10 2.46 0.24
H46 -16.69 1.33 -0.98
H47 -14.03 1.17 0.50
H48 -15.19 -0.14 0.09
O18 15.92 -1.63 0.85
C32 15.78 -2.49 0.04
O19 15.09 -3.65 0.29
C33 15.20 -4.52 -0.85
C34 15.53 -3.61 -2.02
C35 16.34 -2.51 -1.36
H49 15.99 -5.25 -0.65
H50 14.26 -5.05 -0.99
H51 16.05 -4.12 -2.83
H52 14.61 -3.19 -2.43
H53 17.40 -2.76 -1.31
H54 16.20 -1.55 -1.85
O20 1.41 -2.14 3.19
C36 0.98 -3.18 2.76
O21 -0.11 -3.80 3.26
C37 -0.29 -5.07 2.61
C38 0.44 -4.93 1.29
C39 1.58 -3.99 1.65
H55 0.13 -5.85 3.24
H56 -1.35 -5.26 2.47
H57 0.77 -5.89 0.88
H58 -0.20 -4.46 0.55
H59 2.45 -4.53 2.03
H60 1.86 -3.36 0.81

Results
- Orbital gap: 0.310 Eh
- Multiplicity: 1
- Relative energy (zero: lowest compared OMol25 entry of this formula, charge and spin): 0.000 eV
- Maximum force: 3.69 eV Å⁻¹
- E_LUMO: -2.699 eV
- E_tot: -112123.5570 eV
- Total charge: +1


No. 3
Density functional theory data (ωB97M-V/def2-TZVPD) for C39H60CaN2O8P2Si2 as an isolated structure at a distorted geometry.

Geometry (Å):
Ca1 -0.49 0.12 -0.14
O1 1.63 0.75 -0.87
C1 2.88 0.29 -0.53
C2 3.91 1.15 -0.21
C3 5.23 0.71 -0.07
C4 5.50 -0.66 -0.25
C5 4.47 -1.54 -0.43
C6 3.10 -1.14 -0.45
C7 2.10 -2.12 -0.22
N1 0.85 -1.93 0.21
C8 0.12 -3.16 0.48
C9 -1.09 -3.32 -0.44
N2 -1.98 -2.18 -0.25
C10 -3.22 -2.39 -0.09
C11 -4.24 -1.35 0.13
C12 -5.58 -1.75 0.15
C13 -6.61 -0.85 0.34
C14 -6.29 0.50 0.54
C15 -4.98 0.92 0.54
C16 -3.89 0.02 0.32
O2 -2.68 0.43 0.30
H1 3.68 2.20 -0.10
H2 6.02 1.41 0.18
H3 6.52 -1.02 -0.20
H4 4.67 -2.61 -0.47
H5 2.48 -3.15 -0.25
H6 -0.25 -3.15 1.51
H7 0.75 -4.05 0.37
H8 -1.59 -4.28 -0.25
H9 -0.74 -3.30 -1.47
H10 -3.60 -3.42 -0.12
H11 -5.80 -2.80 0.00
H12 -7.64 -1.18 0.35
H13 -7.08 1.22 0.70
H14 -4.72 1.97 0.70
C17 -3.63 -0.49 -3.48
C18 -2.63 0.49 -2.91
C19 -3.21 1.87 -2.72
O3 -1.47 0.58 -3.83
P1 -0.20 -0.34 -3.58
O4 -0.41 -1.27 -2.44
C20 1.32 0.60 -3.43
P2 1.10 1.93 -2.20
O5 -0.22 2.03 -1.46
O6 2.37 2.84 -1.87
C21 3.49 3.28 -2.64
C22 4.02 2.23 -3.59
C23 3.24 4.60 -3.35
O7 0.68 2.93 -3.53
C24 -0.25 3.99 -3.45
C25 0.03 5.01 -2.35
C26 -0.28 4.65 -4.81
O8 0.06 -1.03 -5.00
C27 -0.52 -2.22 -5.56
C28 -0.80 -3.31 -4.54
C29 -1.74 -1.85 -6.38
H15 -4.50 -0.53 -2.82
H16 -3.20 -1.50 -3.52
H17 -3.95 -0.19 -4.48
H18 -2.28 0.10 -1.96
H19 -3.45 2.32 -3.69
H20 -2.52 2.50 -2.18
H21 -4.13 1.77 -2.13
H22 1.55 1.03 -4.40
H23 2.06 -0.14 -3.11
H24 4.25 3.46 -1.88
H25 3.36 2.11 -4.46
H26 4.15 1.27 -3.10
H27 5.00 2.55 -3.96
H28 2.44 4.49 -4.09
H29 4.15 4.91 -3.86
H30 2.95 5.38 -2.65
H31 -1.24 3.57 -3.27
H32 0.95 5.56 -2.56
H33 0.12 4.54 -1.37
H34 -0.80 5.73 -2.30
H35 0.66 5.20 -5.00
H36 -1.10 5.37 -4.87
H37 -0.40 3.90 -5.60
H38 0.26 -2.58 -6.23
H39 -1.61 -3.03 -3.86
H40 0.08 -3.52 -3.93
H41 -1.09 -4.22 -5.07
H42 -2.54 -1.49 -5.74
H43 -2.09 -2.72 -6.93
H44 -1.49 -1.06 -7.09
C30 -1.31 -1.29 3.43
Si1 0.35 -0.42 3.04
C31 1.68 -1.65 3.62
C32 0.35 0.95 4.34
C33 0.62 0.82 5.71
C34 0.50 1.92 6.55
C35 0.12 3.16 6.03
C36 -0.12 3.29 4.66
C37 0.00 2.19 3.80
Si2 -0.15 2.21 1.88
C38 -1.63 3.40 1.60
C39 1.35 3.34 1.50
H45 -1.43 -1.34 4.52
H46 -1.35 -2.31 3.04
H47 -2.15 -0.74 3.01
H48 1.38 -2.16 4.54
H49 2.63 -1.13 3.81
H50 1.87 -2.40 2.85
H51 0.90 -0.14 6.12
H52 0.69 1.82 7.62
H53 0.04 4.02 6.68
H54 -0.38 4.27 4.26
H55 -1.45 4.40 2.04
H56 -2.54 2.98 2.05
H57 -1.82 3.52 0.53
H58 1.23 4.31 1.99
H59 1.46 3.51 0.42
H60 2.27 2.88 1.86

Results
- Orbital gap (spin up / spin down): 0.123 / 0.136 Eh
- Multiplicity: 1
- Relative energy (zero: lowest compared OMol25 entry of this formula, charge and spin): 2.029 eV
- Maximum force: 1.26 eV Å⁻¹
- E_LUMO (spin up / spin down): 4.122 / 4.118 eV
- E_tot: -113556.9551 eV
- Total charge: -2


No. 4
Density functional theory data (ωB97M-V/def2-TZVPD) for C39H60F6N4O2PTi as an isolated structure at a distorted geometry.

Geometry (Å):
Ti1 0.09 -0.79 -1.04
C1 1.23 -4.86 -1.19
N1 0.41 -4.30 -0.14
C2 -0.69 -5.21 0.19
C3 1.25 -3.97 1.03
C4 1.53 -2.47 1.25
N2 0.41 -1.47 1.08
C5 0.80 -0.22 1.78
C6 1.86 0.60 1.09
C7 3.10 0.74 1.66
C8 4.10 1.54 1.14
C9 3.82 2.16 -0.11
C10 2.50 2.24 -0.60
C11 1.57 1.33 -0.11
O1 0.46 1.01 -0.85
C12 2.19 3.28 -1.70
C13 0.72 3.83 -1.63
C14 2.55 2.82 -3.13
C15 3.03 4.53 -1.38
C16 5.33 1.96 1.99
C17 6.28 2.85 1.16
C18 4.75 2.70 3.24
C19 6.04 0.66 2.42
C20 -0.90 -1.94 1.69
C21 -2.04 -0.94 1.64
C22 -2.64 -0.54 2.81
C23 -3.77 0.31 2.82
C24 -4.30 0.67 1.56
C25 -3.80 0.12 0.38
C26 -2.56 -0.53 0.38
O2 -1.84 -0.85 -0.74
C27 -4.74 0.14 -0.84
C28 -4.50 -0.98 -1.93
C29 -6.20 -0.11 -0.27
C30 -4.80 1.51 -1.56
C31 -4.33 0.73 4.16
C32 -3.21 0.96 5.20
C33 -5.17 2.03 3.99
C34 -5.29 -0.39 4.65
H1 1.72 -5.80 -0.88
H2 2.02 -4.19 -1.51
H3 0.56 -5.13 -2.01
H4 -1.49 -5.19 -0.60
H5 -1.19 -4.95 1.10
H6 -0.37 -6.30 0.21
H7 2.24 -4.47 0.91
H8 0.73 -4.38 1.91
H9 2.35 -2.16 0.60
H10 1.85 -2.33 2.27
H11 1.07 -0.48 2.82
H12 -0.12 0.41 1.89
H13 3.34 0.19 2.57
H14 4.62 2.60 -0.70
H15 -0.02 3.10 -1.97
H16 0.65 4.72 -2.28
H17 0.44 4.13 -0.61
H18 1.97 1.93 -3.46
H19 3.62 2.60 -3.19
H20 2.26 3.61 -3.83
H21 2.80 4.98 -0.40
H22 2.90 5.30 -2.17
H23 4.13 4.33 -1.35
H24 5.77 3.75 0.79
H25 6.72 2.28 0.25
H26 7.13 3.10 1.86
H27 4.22 3.62 2.97
H28 5.57 3.00 3.93
H29 4.09 2.05 3.79
H30 6.32 0.04 1.53
H31 5.36 0.08 3.09
H32 6.96 0.85 2.96
H33 -0.74 -2.32 2.72
H34 -1.23 -2.77 1.04
H35 -2.25 -0.88 3.79
H36 -5.18 1.33 1.55
H37 -4.54 -2.01 -1.59
H38 -3.49 -0.84 -2.34
H39 -5.26 -0.81 -2.74
H40 -6.20 -0.92 0.46
H41 -6.86 -0.42 -1.11
H42 -6.66 0.76 0.14
H43 -3.78 1.89 -1.80
H44 -5.27 2.32 -0.95
H45 -5.32 1.39 -2.52
H46 -2.43 1.65 4.84
H47 -2.76 -0.02 5.44
H48 -3.65 1.42 6.13
H49 -4.54 2.90 3.77
H50 -5.67 2.22 4.94
H51 -5.96 1.97 3.20
H52 -4.87 -1.40 4.52
H53 -6.23 -0.36 4.06
H54 -5.57 -0.28 5.71
F1 1.55 -1.72 -1.56
P1 4.44 -1.65 -3.38
F2 5.69 -2.06 -4.08
F3 3.26 -2.28 -4.19
F4 4.33 -2.93 -2.38
F5 4.31 -0.26 -4.29
F6 4.85 -0.75 -2.12
N3 -0.84 1.18 -3.71
C35 -0.92 -0.14 -4.04
C36 -1.48 -0.62 -5.29
C37 -1.40 -1.96 -5.63
C38 -0.77 -2.85 -4.71
C39 -0.17 -2.35 -3.60
N4 -0.43 -1.06 -3.17
H55 -1.05 1.92 -4.38
H56 -0.41 1.43 -2.84
H57 -1.94 0.14 -5.95
H58 -1.80 -2.41 -6.53
H59 -0.74 -3.90 -4.98
H60 0.54 -2.94 -3.02

Results
- Orbital gap (spin up / spin down): 0.237 / 0.160 Eh
- Multiplicity: 2
- Maximum force: 3.08 eV Å⁻¹
- E_LUMO (spin up / spin down): -6.802 / -8.897 eV
- E_tot: -100174.2901 eV
- Expectation value of S²: 0.77
- Total charge: +2


- Which formula does entry 1 have?
  C39H59AlBrCl5F9IMgN3NaO12PS2


- Which value of total charge does entry 1 give?
  +1


- total charge of number 2 (C39H60BI2O21S)?
  +1